Here is C4H7NO in the gas phase from the Open Molecules 2025 dataset. Energies are from the ωB97M-V functional and the def2-TZVPD basis.

The geometry in ORCA input format:
```
! RIJCOSX wB97M-V def2-TZVPD def2/J DEFGRID3
* xyz 0 1
C -1.651 -0.696 0.435
C -0.223 -0.258 0.407
N 0.645 -1.093 0.000
C 1.588 -0.272 -0.721
O 1.631 0.997 -0.105
C 0.307 1.179 0.360
H -1.672 -1.628 -0.137
H -2.245 0.044 -0.115
H -2.086 -0.859 1.418
H 1.074 -0.191 -1.693
H 2.572 -0.707 -0.864
H 0.332 1.664 1.343
H -0.272 1.821 -0.327
*
```

**ΔE to the lowest compared entry with this formula, charge and spin**: 1.908 eV
**SMILES**: CC1=NCOC1
**LUMO**: 0.036 Eh
**Orbital gap**: 10.7 eV
**HOMO energy**: -9.731 eV
**F_max**: 0.0131 hartree/bohr

Now the Löwdin charges, all in e: -0.028, -0.338, 0.115, -0.245, -0.104, -0.138, 0.081, 0.083, 0.075, 0.125, 0.121, 0.127, 0.128

---

Here is a molecular structure, C15H11FLi from the Open Molecules 2025 dataset. Energies are from the ωB97M-V functional and the def2-TZVPD basis.

The geometry in ORCA input format:
```
! RIJCOSX wB97M-V def2-TZVPD def2/J DEFGRID3
* xyz -1 1
Li -0.457 0.214 0.012
C -0.111 0.073 1.959
C -0.063 0.045 3.183
C -0.018 0.023 4.611
C 1.120 0.433 5.318
C 1.151 0.409 6.702
C 0.049 -0.027 7.426
C -1.086 -0.442 6.741
C -1.121 -0.419 5.357
H 1.983 0.774 4.760
H 2.043 0.734 7.225
H 0.075 -0.047 8.508
H -1.954 -0.785 7.294
H -2.008 -0.742 4.827
F -5.109 2.175 -1.898
C -3.848 1.637 -1.940
C -2.754 2.451 -1.734
C -1.481 1.907 -1.774
C -1.242 0.525 -2.044
C 0.055 -0.034 -2.038
C -2.422 -0.262 -2.210
C -3.691 0.283 -2.171
H -2.903 3.506 -1.541
H -0.627 2.559 -1.622
H 0.891 0.638 -2.217
H 0.187 -1.014 -2.489
H -2.316 -1.326 -2.390
H -4.569 -0.335 -2.313
*
```

**LUMO**: 0.113 Eh
**Orbital gap**: 6.1 eV
**HOMO energy**: -3.018 eV
**F_max**: 0.0078 hartree/bohr

Now the Löwdin charges, all in e: 0.502, -0.137, -0.277, -0.293, -0.057, -0.115, -0.129, -0.114, -0.056, 0.106, 0.091, 0.086, 0.091, 0.107, -0.008, -0.318, -0.051, -0.096, -0.457, -0.182, -0.077, -0.052, 0.108, 0.101, 0.012, 0.009, 0.100, 0.106

---

Here is a gas-phase ion, C7H9NO5P (charge -1) at a distorted geometry from the Open Molecules 2025 dataset. Energies are from the ωB97M-V functional and the def2-TZVPD basis.

The geometry in ORCA input format:
```
! RIJCOSX wB97M-V def2-TZVPD def2/J DEFGRID3
* xyz -1 1
C -3.565 -1.077 0.115
C -2.632 -1.317 -0.790
O -1.295 -1.090 -0.580
P -0.522 -1.108 0.799
O -1.171 -1.981 1.776
C -0.315 0.659 1.435
C 0.533 1.759 0.535
N 1.584 2.500 0.833
C 1.055 2.784 -0.514
O 1.734 2.553 -1.694
O 1.009 -1.530 0.650
C 1.776 -0.876 -0.318
C 3.032 -1.207 -0.643
O 1.109 0.124 -0.799
H -4.567 -1.475 0.077
H -3.116 -1.034 1.067
H -2.710 -1.674 -1.861
H -1.443 1.007 1.620
H 0.129 0.697 2.373
H 0.421 3.687 -0.721
H 2.152 1.667 -1.539
H 3.475 -0.943 -1.679
H 3.330 -2.127 -0.142
*
```

**ΔE to the lowest compared entry with this formula, charge and spin**: 0.000 eV
**SMILES**: C=CO[P@](=O)(CC1=N[C@H]1O)OC(=C)[O-]
**LUMO**: 0.127 Eh
**Orbital gap**: 7.4 eV
**HOMO energy**: -3.987 eV
**F_max**: 0.0880 hartree/bohr

Now the Löwdin charges, all in e: 0.011, -0.224, -0.159, 0.505, -0.275, -0.093, -0.194, 0.113, -0.386, -0.041, -0.109, -0.623, -0.016, -0.172, 0.054, 0.022, 0.134, 0.114, 0.040, 0.122, 0.087, 0.071, 0.021

---

Here is 2 unconnected molecules or ions with the total composition H5NO3PSi at a distorted geometry from the Open Molecules 2025 dataset. Energies are from the ωB97M-V functional and the def2-TZVPD basis.

The geometry in ORCA input format:
```
! RIJCOSX wB97M-V def2-TZVPD def2/J DEFGRID3
* xyz -1 1
N 1.576 -1.587 0.044
O 1.575 0.768 1.241
O 1.644 0.585 -1.384
O -1.146 -0.717 0.215
Si -1.720 0.661 -0.069
P 1.428 0.092 -0.047
H 1.474 -1.815 0.990
H 0.731 -1.752 -0.452
H -0.542 1.789 -0.144
H -2.386 0.766 -1.344
H -2.633 1.210 0.950
*
```

**ΔE to the lowest compared entry with this formula, charge and spin**: 2.327 eV
**LUMO**: 0.146 Eh
**Orbital gap**: 9.0 eV
**HOMO energy**: -5.012 eV
**F_max**: 0.0705 hartree/bohr

Now the Löwdin charges, all in e: -0.062, -0.334, -0.312, -0.564, 0.165, 0.390, 0.016, 0.000, -0.064, -0.120, -0.116

---

Here is 2 unconnected molecules or ions with the total composition C3H2ClF at a distorted geometry from the Open Molecules 2025 dataset. Energies are from the ωB97M-V functional and the def2-TZVPD basis.

The geometry in ORCA input format:
```
! RIJCOSX wB97M-V def2-TZVPD def2/J DEFGRID3
* xyz 0 1
C -0.189 -1.149 -0.893
C 0.730 1.326 1.595
C -1.213 -0.567 -0.701
F 0.885 -1.812 -1.136
Cl 1.730 1.782 0.376
H -2.086 -0.029 -0.490
H 0.142 0.449 1.251
*
```

**ΔE to the lowest compared entry with this formula, charge and spin**: 4.537 eV
**LUMO**: -0.027 Eh
**Orbital gap**: 8.2 eV
**HOMO energy**: -8.893 eV
**F_max**: 0.0274 hartree/bohr

Now the Löwdin charges, all in e: -0.244, -0.464, 0.096, 0.123, 0.567, 0.029, -0.106

---

Here is a gas-phase ion, C4H9N2S (charge +1) at a distorted geometry from the Open Molecules 2025 dataset. Energies are from the ωB97M-V functional and the def2-TZVPD basis.

The geometry in ORCA input format:
```
! RIJCOSX wB97M-V def2-TZVPD def2/J DEFGRID3
* xyz 1 1
C 1.998 0.884 0.666
C 0.337 -0.180 -0.440
C -0.384 -1.115 -1.272
C -2.450 0.389 1.536
N 1.587 0.222 -0.424
N 3.056 1.652 0.593
S -0.659 0.759 0.896
H -1.092 -1.805 -0.656
H 0.222 -1.771 -1.974
H -1.179 -0.538 -1.912
H -2.591 1.462 1.988
H -2.487 -0.554 2.207
H -3.040 0.188 0.609
H 2.193 -0.204 -1.040
H 3.743 1.912 -0.105
H 3.396 2.020 1.468
*
```

**ΔE to the lowest compared entry with this formula, charge and spin**: 4.440 eV
**LUMO (alpha / beta)**: -0.174 / -0.174 Eh
**Orbital gap (alpha / beta)**: 7.9 / 7.9 eV
**HOMO energy (alpha / beta)**: -12.603 / -12.603 eV
**F_max**: 0.0998 hartree/bohr

Now the Löwdin charges, all in e: -0.206, -0.450, -0.078, -0.295, 0.024, 0.142, 0.903, 0.135, 0.113, 0.142, 0.078, 0.073, 0.031, 0.145, 0.128, 0.115

---

Here is a gas-phase ion, CHF2OS2 (charge -1) at a distorted geometry from the Open Molecules 2025 dataset. Energies are from the ωB97M-V functional and the def2-TZVPD basis.

The geometry in ORCA input format:
```
! RIJCOSX wB97M-V def2-TZVPD def2/J DEFGRID3
* xyz -1 1
C 0.254 0.799 0.481
O 2.440 1.189 -1.264
F -0.323 1.919 -0.016
F -0.002 0.818 1.819
S 2.374 -1.204 0.473
S 2.179 0.729 0.271
H -0.224 -0.087 0.043
*
```

**ΔE to the lowest compared entry with this formula, charge and spin**: 0.303 eV
**LUMO**: 0.140 Eh
**Orbital gap**: 7.6 eV
**HOMO energy**: -3.745 eV
**F_max**: 0.0828 hartree/bohr

Now the Löwdin charges, all in e: -0.607, -0.716, -0.008, -0.040, -0.042, 0.319, 0.095

---

Here is 11 unconnected molecules or ions with the total composition C46H57F19N2O31Si at a distorted geometry from the Open Molecules 2025 dataset. Energies are from the ωB97M-V functional and the def2-TZVPD basis.

The geometry in ORCA input format:
```
! RIJCOSX wB97M-V def2-TZVPD def2/J DEFGRID3
* xyz 0 1
C 4.126 -0.746 4.957
C 2.842 -0.422 4.186
C 3.050 0.840 3.345
C 1.763 1.565 2.977
N 0.878 0.699 2.180
Si -0.623 1.464 1.701
C -0.960 0.932 -0.072
C 0.354 0.550 -0.773
N 0.694 -0.839 -0.431
C 0.288 -1.746 -1.515
C 0.678 -3.187 -1.231
C 2.043 -1.031 -0.004
C 3.170 -0.292 -0.690
O 2.289 -1.787 0.919
C -1.988 0.943 2.918
C -3.394 0.631 2.326
C -3.687 -0.855 2.258
F -2.552 -1.539 1.917
F -4.621 -1.096 1.279
C -4.226 -1.464 3.564
F -3.281 -1.365 4.535
F -5.294 -0.722 3.988
C -4.789 -2.924 3.497
F -4.790 -3.391 4.778
F -6.080 -2.894 3.074
C -3.993 -3.971 2.675
F -4.068 -3.755 1.357
F -2.709 -3.973 3.091
F -4.524 -5.184 2.935
H 4.538 0.139 5.433
H 4.884 -1.127 4.276
H 3.955 -1.512 5.709
H 2.626 -1.258 3.526
H 2.039 -0.327 4.907
H 3.656 1.560 3.893
H 3.551 0.553 2.423
H 2.052 2.420 2.374
H 1.284 1.943 3.880
H 0.670 -0.145 2.700
H -0.455 2.933 1.778
H -1.598 0.052 -0.135
H -1.454 1.751 -0.595
H 0.199 0.634 -1.849
H 1.139 1.233 -0.467
H -0.798 -1.695 -1.568
H 0.694 -1.420 -2.473
H 1.733 -3.356 -1.420
H 0.528 -3.371 -0.171
H 0.097 -3.881 -1.825
H 3.144 0.733 -0.332
H 3.085 -0.313 -1.772
H 4.105 -0.733 -0.371
H -1.645 0.132 3.551
H -2.139 1.786 3.593
H -3.474 1.021 1.317
H -4.124 1.148 2.937
O -0.868 4.631 7.148
C -0.822 3.455 7.055
O -1.652 2.597 7.706
C -1.378 1.271 7.230
C 0.034 1.410 6.709
F 0.261 0.602 5.644
O 0.068 2.763 6.291
H -2.079 1.021 6.433
H -1.465 0.545 8.032
H 0.812 1.242 7.455
O 4.050 3.027 0.971
C 5.056 2.959 0.351
O 6.210 3.575 0.680
C 7.225 3.140 -0.231
C 6.409 2.690 -1.423
F 6.996 1.666 -2.073
O 5.201 2.249 -0.801
H 7.777 2.307 0.206
H 7.910 3.950 -0.463
H 6.182 3.480 -2.140
O 9.272 4.282 -3.293
C 9.502 3.366 -4.011
O 9.389 2.072 -3.661
C 9.604 1.273 -4.835
C 10.413 2.210 -5.701
F 10.162 2.035 -7.024
O 9.928 3.480 -5.299
H 8.635 1.039 -5.287
H 10.128 0.355 -4.584
H 11.492 2.171 -5.543
O -2.681 0.381 -3.345
C -3.365 1.326 -3.159
O -4.709 1.336 -3.288
C -5.189 2.610 -2.847
C -3.965 3.478 -3.014
F -3.904 4.462 -2.082
O -2.906 2.562 -2.793
H -5.489 2.547 -1.799
H -6.033 2.930 -3.446
H -3.855 3.921 -4.005
O 6.649 0.703 -5.047
C 6.311 -0.200 -5.738
O 5.039 -0.547 -5.986
C 5.043 -1.589 -6.975
C 6.430 -2.165 -6.811
F 6.929 -2.616 -7.982
O 7.174 -1.032 -6.384
H 4.911 -1.155 -7.967
H 4.253 -2.303 -6.782
H 6.512 -2.951 -6.059
O -1.006 -0.656 11.609
C -1.663 0.321 11.530
O -1.985 0.944 10.366
C -2.905 2.001 10.665
C -2.611 2.269 12.123
F -3.713 2.662 12.805
O -2.202 0.992 12.586
H -3.925 1.646 10.519
H -2.728 2.861 10.026
H -1.810 2.988 12.301
O -11.076 1.193 3.625
C -10.419 0.231 3.836
O -9.152 0.228 4.316
C -8.803 -1.133 4.635
C -9.744 -1.911 3.743
F -10.137 -3.079 4.303
O -10.861 -1.043 3.664
H -9.014 -1.316 5.690
H -7.752 -1.327 4.448
H -9.359 -2.112 2.742
O 5.124 -2.307 -10.656
C 6.141 -2.320 -11.259
O 7.294 -1.749 -10.842
C 8.329 -2.096 -11.767
C 7.534 -2.415 -13.015
F 8.117 -3.383 -13.762
O 6.317 -2.903 -12.479
H 8.866 -2.972 -11.402
H 9.025 -1.272 -11.895
H 7.326 -1.555 -13.653
O 1.553 -3.325 -4.031
C 1.079 -4.269 -4.558
O -0.245 -4.481 -4.727
C -0.414 -5.657 -5.526
C 0.892 -6.384 -5.291
F 1.290 -7.091 -6.376
O 1.794 -5.313 -5.072
H -0.528 -5.375 -6.573
H -1.286 -6.220 -5.205
H 0.897 -7.040 -4.420
O -11.088 3.411 -2.665
C -11.405 3.073 -1.577
O -11.037 1.910 -0.987
C -11.498 1.936 0.373
C -12.628 2.940 0.296
F -12.765 3.652 1.437
O -12.196 3.800 -0.744
H -10.701 2.285 1.029
H -11.823 0.951 0.695
H -13.596 2.514 0.026
*
```

**SMILES**: CCCCN[Si@@H](CCN(CC)C(C)=O)CCC(F)(F)C(F)(F)C(F)(F)C(F)(F)F.O=C1OC[C@@H](F)O1.O=C1OC[C@@H](F)O1.O=C1OC[C@@H](F)O1.O=C1OC[C@@H](F)O1.O=C1OC[C@@H](F)O1.O=C1OC[C@@H](F)O1.O=C1OC[C@@H](F)O1.O=C1OC[C@@H](F)O1.O=C1OC[C@@H](F)O1.O=C1OC[C@@H](F)O1
**LUMO**: 0.004 Eh
**Orbital gap**: 8.3 eV
**HOMO energy**: -8.154 eV
**F_max**: 0.0236 hartree/bohr

Atomic partial charges in e from the Löwdin method, atoms 1 to 99: -0.112, -0.257, -0.201, -0.293, -0.090, 0.636, -0.237, -0.238, -0.091, -0.218, -0.084, -0.475, 0.014, 0.066, -0.234, -0.112, -0.428, 0.115, 0.107, -0.327, 0.147, 0.122, -0.315, 0.143, 0.141, -0.515, 0.183, 0.176, 0.169, 0.063, 0.070, 0.063, 0.094, 0.079, 0.110, 0.103, 0.084, 0.085, 0.075, 0.018, 0.066, 0.059, 0.113, 0.096, 0.116, 0.106, 0.071, 0.077, 0.062, 0.058, 0.092, 0.087, 0.057, 0.065, 0.111, 0.118, 0.192, -0.546, 0.053, -0.043, -0.294, 0.060, 0.129, 0.139, 0.127, 0.180, 0.174, -0.550, 0.080, -0.042, -0.302, 0.080, 0.115, 0.146, 0.138, 0.177, 0.168, -0.557, 0.068, -0.044, -0.305, 0.072, 0.135, 0.105, 0.144, 0.170, 0.183, -0.555, 0.076, -0.049, -0.314, 0.075, 0.117, 0.144, 0.140, 0.174, 0.165, -0.543, 0.093

---

Summary of electronic energy in hartree
-286.5615, -685.5706, -1044.4268, -914.4491, -675.3254, -665.1292, -1110.0869, -6416.1228
(order as listed above)